Run 1
# C8H14

A single C8H14 molecule (the ωB97M-V functional and the def2-TZVPD basis, the Open Molecules 2025 dataset).

Atoms and positions in Å:
1 C -2.749 -0.192 -0.268
2 C -1.299 0.049 -0.591
3 C -0.313 -1.048 -0.076
4 C 0.906 -0.201 -0.309
5 C 1.265 0.490 -1.692
6 C 2.159 -0.764 0.380
7 C -0.249 0.308 0.549
8 C -0.207 0.976 1.917
9 H -2.787 -0.812 0.609
10 H -3.026 -0.746 -1.130
11 H -3.196 0.830 -0.172
12 H -1.094 0.611 -1.498
13 H -0.451 -2.072 0.098
14 H 2.368 0.437 -1.870
15 H 1.234 1.577 -1.665
16 H 0.572 0.177 -2.445
17 H 2.460 -1.774 0.064
18 H 1.908 -0.820 1.419
19 H 3.150 -0.128 0.265
20 H -0.512 1.981 1.752
21 H 0.767 0.652 2.058
22 H -0.904 0.468 2.606

* E_LUMO: 0.0374 hartree
* structure (SMILES): C[C@@H]1[C@H]2C(C)(C)[C@@]12C

Löwdin atomic charge list, values in e, 2 entries: number 1, C, carries -0.0648; number 2, C, carries -0.2236

---

Run 2
# C8H14

A single C8H14 molecule (the ωB97M-V functional and the def2-TZVPD basis, the Open Molecules 2025 dataset).

Atoms and positions in Å:
1 C -1.652 -0.730 0.771
2 C -0.769 -0.197 -0.105
3 C -1.066 1.060 -0.820
4 C -1.156 2.360 0.104
5 C 0.570 -0.794 -0.254
6 C 0.389 -1.917 -1.309
7 C 1.725 -0.599 0.288
8 C 1.925 0.461 1.326
9 H -2.728 -0.568 0.861
10 H -1.244 -1.679 1.392
11 H -0.318 1.237 -1.644
12 H -2.009 1.039 -1.424
13 H -0.241 2.383 0.699
14 H -2.043 2.233 0.731
15 H -1.272 3.174 -0.544
16 H 0.332 -2.951 -0.853
17 H -0.469 -1.695 -2.034
18 H 1.409 -2.087 -1.902
19 H 2.778 -0.940 0.071
20 H 1.908 1.378 0.700
21 H 2.919 0.232 1.775
22 H 1.185 0.383 2.170

* E_LUMO: 0.0381 hartree
* structure (SMILES): C=C(CC)/C(C)=C\C

Löwdin atomic charge list, values in e, 2 entries: number 1, C, carries 0.0549; number 2, C, carries -0.3608

---

Run 3
# C8H14

A single C8H14 molecule (the ωB97M-V functional and the def2-TZVPD basis, the Open Molecules 2025 dataset).

Atoms and positions in Å:
1 C 0.553 1.695 -2.556
2 C 0.875 1.014 -1.462
3 C 0.331 1.413 -0.125
4 C -0.572 0.450 0.598
5 C -1.262 0.800 1.683
6 C -0.917 -0.844 -0.097
7 C -0.304 -2.125 0.563
8 C 1.096 -1.868 1.156
9 H 0.942 1.375 -3.522
10 H 0.066 2.657 -2.624
11 H 1.743 0.368 -1.424
12 H 1.230 1.342 0.534
13 H -0.007 2.469 -0.039
14 H -1.748 0.020 2.211
15 H -1.322 1.775 2.165
16 H -0.634 -0.952 -1.179
17 H -1.987 -0.940 -0.315
18 H -0.309 -3.028 -0.052
19 H -0.923 -2.355 1.423
20 H 1.412 -0.825 1.046
21 H 1.070 -2.193 2.245
22 H 1.885 -2.543 0.829

* E_LUMO: 0.0406 hartree
* structure (SMILES): C=CCC(=C)CCC

Löwdin atomic charge list, values in e, 2 entries: number 1, C, carries 0.0036; number 2, C, carries -0.2016

---

Run 4
# C8H14

A single C8H14 molecule (the ωB97M-V functional and the def2-TZVPD basis, the Open Molecules 2025 dataset).

Atoms and positions in Å:
1 C 2.208 -0.179 -0.133
2 C 0.944 -0.095 0.265
3 C 0.583 -0.068 1.738
4 C 0.313 -1.435 2.391
5 C -0.178 0.056 -0.700
6 C -1.146 -1.071 -0.996
7 C -0.557 1.314 -0.943
8 C -1.736 1.797 -1.748
9 H 2.990 -0.288 0.606
10 H 2.430 -0.018 -1.175
11 H 1.146 0.650 2.327
12 H -0.432 0.352 1.687
13 H -0.407 -1.310 3.188
14 H 1.234 -1.820 2.820
15 H -0.185 -2.063 1.654
16 H -1.557 -1.349 -0.030
17 H -1.958 -0.715 -1.627
18 H -0.696 -1.911 -1.529
19 H -0.167 2.088 -0.280
20 H -1.935 1.178 -2.620
21 H -1.591 2.829 -2.059
22 H -2.609 1.784 -1.088

* E_LUMO: 0.0363 hartree
* structure (SMILES): C=C(CC)/C(C)=C/C

Löwdin atomic charge list, values in e, 2 entries: number 1, C, carries 0.0650; number 2, C, carries -0.3198

---

Which of them is the most stable? Correct choice: run 4.

---

Run 1
# C5H11NO

A gas-phase ion, C5H11NO (charge +1) (the ωB97M-V functional and the def2-TZVPD basis, the Open Molecules 2025 dataset).

Atoms and positions in Å:
1 O 1.344 3.106 0.712
2 C 1.568 2.241 -0.088
3 N 0.713 1.118 -0.161
4 C -0.152 0.904 1.046
5 C -0.628 -0.521 1.048
6 C -0.948 -1.201 -0.330
7 C 0.099 -1.979 -1.203
8 H 2.469 2.299 -0.727
9 H 0.151 1.142 -1.023
10 H 0.257 1.293 1.982
11 H -0.979 1.626 0.941
12 H -0.075 -1.156 1.737
13 H -1.626 -0.541 1.482
14 H -1.301 -0.329 -0.910
15 H -1.852 -1.789 -0.203
16 H 0.053 -3.063 -1.173
17 H 1.049 -1.506 -0.932
18 H -0.141 -1.645 -2.199

* ⟨S²⟩: 0.767
* 2S+1: 2
* E_LUMO (spin up / spin down): -0.1678 / -0.3451 hartree
* net charge: +1

Löwdin atomic charge list, values in e, 2 entries: number 1, O, carries 0.2134; number 2, C, carries -0.1953

---

Run 2
# C5H11NO

A gas-phase ion, C5H11NO (charge +1) (the ωB97M-V functional and the def2-TZVPD basis, the Open Molecules 2025 dataset).

Atoms and positions in Å:
1 C 2.047 -0.473 0.749
2 C 1.700 0.444 -0.528
3 C 0.429 0.105 -1.021
4 C -0.748 0.889 -0.611
5 N -1.117 0.178 0.702
6 C -2.448 -0.509 0.527
7 O -1.724 1.105 -1.470
8 H 1.978 -1.508 0.405
9 H 3.053 -0.224 1.056
10 H 1.260 -0.319 1.477
11 H 2.522 0.276 -1.207
12 H 1.778 1.438 -0.101
13 H 0.376 -0.707 -1.731
14 H -0.330 1.889 -0.359
15 H -0.461 -0.622 0.650
16 H -2.845 -0.697 1.510
17 H -3.143 0.152 0.017
18 H -2.326 -1.416 -0.067

* ⟨S²⟩: 0.755
* 2S+1: 2
* E_LUMO (spin up / spin down): -0.2637 / -0.2665 hartree
* net charge: +1

Löwdin atomic charge list, values in e, 2 entries: number 1, C, carries 0.0128; number 2, C, carries -0.1550

---

Run 3
# C5H11NO

2 unconnected molecules or ions with the total composition C5H11NO (the ωB97M-V functional and the def2-TZVPD basis, the Open Molecules 2025 dataset).

Atoms and positions in Å:
1 C -1.180 2.481 -1.133
2 C -0.190 1.417 -1.458
3 C -0.707 0.130 -0.694
4 C 0.402 -0.415 -0.111
5 N 0.571 -1.713 0.453
6 C -0.448 -2.398 0.892
7 H -2.127 1.932 -1.285
8 H -1.059 3.366 -1.720
9 H -1.212 2.824 -0.173
10 H 0.866 1.559 -1.139
11 H -0.058 1.277 -2.568
12 H -1.623 -0.395 -1.021
13 H 1.266 0.190 -0.079
14 H -1.175 -2.577 0.058
15 H -0.451 -2.970 1.894
16 H 1.810 -1.928 2.339
17 H 3.059 -1.251 2.678
18 O 2.256 -1.530 3.068

* ⟨S²⟩: 0.771
* 2S+1: 2
* E_LUMO (spin up / spin down): -0.2364 / -0.2946 hartree
* net charge: +1

Löwdin atomic charge list, values in e, 2 entries: number 1, C, carries -0.0859; number 2, C, carries -0.2138

---

Which of them is the most stable? Correct choice: run 1.

---

Run 1
# C6H9N3OS

A single C6H9N3OS molecule (the ωB97M-V functional and the def2-TZVPD basis, the Open Molecules 2025 dataset).

Atoms and positions in Å:
1 C 0.333 -1.568 -1.274
2 C 1.278 -1.272 -0.388
3 C 1.127 -1.306 1.056
4 C 0.003 -0.996 1.716
5 N -1.219 -0.730 1.154
6 C -1.514 0.073 0.238
7 S -3.146 -0.031 -0.458
8 N -0.790 1.093 -0.351
9 C 0.305 1.738 0.216
10 N 0.927 2.579 -0.663
11 O 0.631 1.623 1.368
12 H 0.515 -1.499 -2.334
13 H -0.626 -1.957 -0.985
14 H 2.259 -0.965 -0.736
15 H 2.010 -1.553 1.627
16 H -0.037 -1.039 2.795
17 H -3.492 -1.118 0.222
18 H -1.176 1.478 -1.202
19 H 0.819 2.470 -1.658
20 H 1.791 2.980 -0.342

* E_LUMO: 0.0181 hartree
* structure (SMILES): C=C/C=C\N=C(\S)NC(N)=O

Löwdin atomic charge list, values in e, 2 entries: number 1, C, carries -0.0067; number 2, C, carries -0.1903

---

Run 2
# C6H9N3OS

A single C6H9N3OS molecule (the ωB97M-V functional and the def2-TZVPD basis, the Open Molecules 2025 dataset).

Atoms and positions in Å:
1 C -2.686 -0.940 0.325
2 C -1.404 -0.478 0.424
3 C -1.428 0.805 -0.176
4 C -0.047 -0.787 0.790
5 C -0.076 1.377 -0.247
6 C 3.083 -0.722 -0.517
7 N -2.655 1.099 -0.621
8 N -3.424 0.123 -0.248
9 N 0.775 0.195 -0.021
10 O 2.701 1.842 0.173
11 S 2.289 0.513 0.647
12 H -3.301 -1.802 0.527
13 H 0.220 -0.513 1.890
14 H 0.331 -1.837 0.538
15 H 0.090 1.832 -1.165
16 H 0.133 2.146 0.434
17 H 3.019 -0.386 -1.504
18 H 2.625 -1.715 -0.323
19 H 4.132 -1.035 -0.240
20 H -4.378 0.285 -0.684

* E_LUMO: 0.0289 hartree

Löwdin atomic charge list, values in e, 2 entries: number 1, C, carries -0.0056; number 2, C, carries -0.1943

---

Which of them is the most stable? Correct choice: run 1.

---

Run 1
# C3H10NS2

A gas-phase ion, C3H10NS2 (charge +1) (the ωB97M-V functional and the def2-TZVPD basis, the Open Molecules 2025 dataset).

Atoms and positions in Å:
1 C 1.735 -0.941 0.362
2 C 0.613 0.088 0.474
3 N 0.506 0.865 -0.883
4 C -0.711 -0.669 0.636
5 S -2.173 0.397 0.969
6 S -2.708 0.792 -0.973
7 H 2.323 -0.613 -0.489
8 H 2.363 -0.990 1.246
9 H 1.369 -1.953 0.229
10 H 0.562 0.898 1.210
11 H 0.868 1.818 -0.853
12 H 0.928 0.300 -1.616
13 H -0.502 1.058 -1.034
14 H -0.985 -1.297 -0.206
15 H -0.518 -1.394 1.438
16 H -3.672 1.642 -0.509

* E_LUMO: -0.1220 hartree
* structure (SMILES): C[C@@H]([NH3+])CSS
* net charge: +1

Löwdin atomic charge list, values in e, 2 entries: number 1, C, carries -0.0212; number 2, C, carries -0.3487

---

Run 2
# C3H10NS2

2 unconnected molecules or ions with the total composition C3H10NS2 (the ωB97M-V functional and the def2-TZVPD basis, the Open Molecules 2025 dataset).

Atoms and positions in Å:
1 C -4.516 -0.059 0.035
2 C 4.919 -0.914 0.070
3 C -3.187 0.540 0.182
4 N -2.100 0.276 -0.487
5 S 3.815 0.637 -0.113
6 S 2.005 0.019 -0.102
7 H -5.193 0.721 -0.244
8 H -4.969 -0.293 0.926
9 H -4.410 -0.789 -0.653
10 H 5.809 -0.409 0.501
11 H 5.157 -1.150 -1.004
12 H 4.784 -1.815 0.699
13 H -2.916 1.356 0.868
14 H -1.818 -0.492 -1.252
15 H -1.388 1.021 -0.529
16 H 4.008 1.350 1.102

* E_LUMO: -0.1793 hartree
* net charge: +1

Löwdin atomic charge list, values in e, 2 entries: number 1, C, carries 0.0240; number 2, C, carries -0.3302

---

Which of them is the most stable? Correct choice: run 1.

---

Run 1
# C3H10NS2

A gas-phase ion, C3H10NS2 (charge +1) (the ωB97M-V functional and the def2-TZVPD basis, the Open Molecules 2025 dataset).

Atoms and positions in Å:
1 C -2.533 1.641 0.645
2 S -0.776 1.034 0.920
3 S 0.061 1.356 -0.972
4 C 0.333 -0.459 -1.370
5 C 1.140 -1.309 -0.349
6 N 1.726 -0.602 0.830
7 H -3.005 0.992 -0.102
8 H -2.964 1.323 1.587
9 H -2.493 2.636 0.235
10 H -0.596 -0.948 -1.670
11 H 0.983 -0.455 -2.247
12 H 1.900 -1.794 -0.932
13 H 0.478 -2.087 0.042
14 H 1.167 -0.484 1.678
15 H 2.518 -1.182 1.121
16 H 2.061 0.338 0.583

* E_LUMO: -0.1319 hartree
* structure (SMILES): CSSCC[NH3+]
* net charge: +1

Löwdin atomic charge list, values in e, 2 entries: number 1, C, carries -0.3726; number 2, S, carries 0.4535

---

Run 2
# C3H10NS2

A gas-phase ion, C3H10NS2 (charge +1) (the ωB97M-V functional and the def2-TZVPD basis, the Open Molecules 2025 dataset).

Atoms and positions in Å:
1 C 0.628 1.735 0.579
2 C -0.122 0.509 0.086
3 N 0.592 -0.137 -1.067
4 C -0.584 -0.303 1.289
5 S -1.603 -1.835 0.950
6 S -1.100 -2.826 -0.845
7 H 1.017 2.309 -0.268
8 H 0.102 2.422 1.232
9 H 1.541 1.398 1.082
10 H -1.030 0.753 -0.471
11 H 0.579 0.347 -1.967
12 H 1.599 -0.286 -0.922
13 H 0.213 -1.083 -1.252
14 H 0.141 -0.639 2.023
15 H -1.378 0.341 1.664
16 H -0.595 -2.707 -2.112

* E_LUMO: -0.1813 hartree
* structure (SMILES): C[C@@H]([NH3+])CSS
* net charge: +1

Löwdin atomic charge list, values in e, 2 entries: number 1, C, carries -0.0315; number 2, C, carries -0.4074

---

Which of them is the most stable? Correct choice: run 1.